1.
The following is a DFT calculation (ωB97M-V/def2-TZVPD) of the molecule C8H10BN in a non-equilibrium geometry.

Results
HOMO (spin up / spin down)   -6.61 / -6.54 eV
E_LUMO (spin up / spin down)   0.3 / -0.6 eV
ΔE to the lowest compared entry with this formula, charge and spin   99.1 kcal/mol
Orbital gap (spin up / spin down)   6.934 / 5.907 eV

```
20
Properties=species:S:1:pos:R:3:mulliken_charge:R:1
B 0.30010 0.54629 -0.10709 -0.21
C 1.65955 -1.68104 0.14910 -0.60
C 0.31639 -1.77269 0.31003 -0.30
C -1.91136 -0.82832 -0.36464 -0.53
C -3.05455 0.01670 -0.33533 -0.10
C 2.37329 -0.48933 0.10947 -0.17
C -0.61121 -0.65681 0.02336 0.53
C -3.40046 1.10241 0.43947 -0.79
C 2.49755 1.81781 -0.22780 -0.78
N 1.65623 0.67521 0.07342 0.14
H 2.07631 -2.64217 0.31191 0.32
H -0.18732 -2.72748 0.68149 0.27
H -2.12570 -1.89654 -0.58410 0.25
H -3.83799 -0.45921 -1.03976 0.21
H 3.38435 -0.47254 0.09056 0.34
H -4.45280 1.51347 0.43603 0.23
H -2.81254 1.63993 1.15187 0.31
H 2.44288 1.93270 -1.29777 0.37
H 2.15056 2.80559 0.21799 0.26
H 3.53672 1.57604 -0.03823 0.25
```

2.
The following is a DFT calculation (ωB97M-V/def2-TZVPD) of a structure of composition C8H10Br2Si in a non-equilibrium geometry.

Results
HOMO   -9.41 eV
E_LUMO   0.1 eV
ΔE to the lowest compared entry with this formula, charge and spin   26.6 kcal/mol
Orbital gap   9.563 eV

```
21
Properties=species:S:1:pos:R:3:mulliken_charge:R:1
C 2.50748 1.50638 1.96440 -0.61
C 1.77813 2.21732 0.96406 -0.18
C 2.06566 0.20215 2.16876 -0.17
C 0.62714 1.79383 0.38440 -0.53
C 0.84460 -0.28487 1.63980 -0.39
C 0.12768 0.58881 0.86491 0.44
C -0.74291 -2.09812 -2.16943 -1.18
C -1.76505 -0.96254 -2.13165 -0.54
Si -1.89996 -0.14392 -0.33320 0.69
Br -3.38720 1.57542 -0.55403 -0.32
Br -2.90220 -1.57161 1.09010 -0.29
H 3.30279 1.97572 2.65851 0.29
H 2.05681 3.26121 0.77503 0.28
H 2.58630 -0.50204 2.85920 0.28
H 0.07469 2.46521 -0.32046 0.26
H 0.52777 -1.32058 1.98504 0.25
H -0.75965 -2.59503 -3.09345 0.40
H 0.27599 -1.64535 -2.05901 0.29
H -0.95707 -2.75775 -1.36009 0.31
H -2.70972 -1.52077 -2.46721 0.29
H -1.65129 -0.18345 -2.86568 0.43
```

3.
The following is a DFT calculation (ωB97M-V/def2-TZVPD) of a cluster of 2 separate species, C8H10BrN2O6S in total.

Results
Charge   +1
HOMO   -13.63 eV
E_LUMO   -4.9 eV
Orbital gap   8.711 eV

```
28
Properties=species:S:1:pos:R:3:mulliken_charge:R:1
O 0.23395 -3.82419 0.33738 -0.38
C 0.07499 -2.79583 -0.19174 0.56
Br 0.85860 -1.14542 0.45182 -0.11
C -0.80788 -2.55212 -1.40819 -1.03
C -1.99132 -1.74186 -0.98023 0.18
C -2.00770 -0.35583 -1.08231 -0.43
N -3.04123 0.34558 -0.64888 0.35
N -4.14280 -0.15687 -0.10240 -0.69
C -4.16926 -1.45725 0.00604 -0.34
C -3.12236 -2.30788 -0.41282 0.81
O -3.19123 -3.62438 -0.19743 -0.47
H -1.11174 -3.51911 -1.79180 0.34
H -0.23643 -2.00142 -2.14840 0.50
H -1.18004 0.18683 -1.51208 0.60
H -3.02008 1.35662 -0.71415 0.28
H -5.05238 -1.88646 0.45613 0.45
H -4.01058 -4.02011 -0.52456 0.38
C 3.94619 1.76072 1.03559 -0.34
C 4.08661 3.17412 1.56615 -0.39
O 3.20187 3.94386 0.73147 -0.30
S 1.93678 3.07136 0.32627 1.07
O 0.84936 3.33924 1.19687 -0.54
O 1.77146 3.12442 -1.08055 -0.54
O 2.54323 1.64714 0.73278 -0.19
H 4.51565 1.61412 0.11691 0.29
H 4.21915 1.00437 1.76551 0.32
H 5.09478 3.56462 1.47119 0.31
H 3.75239 3.25574 2.60143 0.29
```

4.
The following is a DFT calculation (ωB97M-V/def2-TZVPD) of the ion C8H10BrN4 with charge +1 in a non-equilibrium geometry.

Results
Charge   +1
HOMO   -11.71 eV
E_LUMO   -3.0 eV
ΔE to the lowest compared entry with this formula, charge and spin   12.8 kcal/mol
Orbital gap   8.696 eV
Structure (SMILES)   N[C@H](c1cc[nH]c1)c1[nH]c(Br)c[nH+]1

```
23
Properties=species:S:1:pos:R:3:mulliken_charge:R:1
N 0.13703 -2.28773 -0.24373 -0.74
C -0.54907 -1.02515 0.14114 0.63
C -0.36192 -0.16561 -1.28893 0.60
C -0.17856 1.22872 -1.27241 -0.66
C -0.30331 1.62809 -2.56675 -0.60
N -0.58158 0.56823 -3.27122 0.00
C -0.51880 -0.56569 -2.55888 -0.90
C 0.07574 -0.26227 1.28437 -0.14
N -0.61107 0.51428 2.15745 0.02
C 0.23835 0.97361 3.09873 0.04
Br -0.21573 2.18296 4.36837 -0.05
C 1.50983 0.45275 2.83516 -0.25
N 1.30871 -0.36762 1.79586 0.03
H -0.29987 -2.59338 -1.13011 0.19
H 0.09929 -3.20630 0.26076 0.26
H -1.60646 -1.21933 0.26594 0.26
H -0.05833 1.90851 -0.47001 0.45
H -0.06521 2.67819 -2.96084 0.32
H -0.45326 0.63772 -4.29830 0.28
H -0.74031 -1.53327 -3.01181 0.31
H -1.43891 0.94745 2.01832 0.26
H 2.49480 0.43266 3.40201 0.38
H 2.11864 -0.92682 1.44488 0.31
```

Number 1: calculated total energy -10620.0286 eV. Number 2: calculated total energy -156421.4700 eV. Number 3: calculated total energy -104592.7870 eV. Number 4: calculated total energy -84453.3193 eV.